The following is a quantum chemistry calculation of a molecular structure, C29H59IrN5SSi6Te at a distorted geometry, from OMol25.

Calculated values
spin multiplicity	6
energy relative to the best compared isomer or geometry (same formula, charge and spin)	2.741	eV
net charge	+2

Geometry (Å):
Ir: 15.418 13.880 11.603
H: 10.945 17.269 5.754
H: 11.810 10.471 10.285
C: 13.576 12.742 7.378
C: 14.677 12.060 9.440
C: 14.889 18.149 12.284
Si: 10.385 17.891 9.578
H: 15.389 8.708 8.525
H: 9.948 19.802 6.459
H: 15.479 16.861 10.599
C: 13.450 18.994 8.259
H: 13.861 10.721 7.976
H: 15.072 8.072 12.461
H: 20.345 10.237 12.173
H: 13.738 16.917 15.193
S: 16.346 11.749 11.457
H: 12.543 19.632 11.578
H: 7.995 14.603 7.733
H: 14.080 18.870 7.381
H: 8.267 15.131 10.728
H: 11.601 20.417 5.970
C: 14.146 14.304 15.626
C: 14.477 18.125 13.617
N: 15.359 13.529 13.504
H: 6.222 18.251 8.764
H: 13.439 14.859 7.088
H: 15.245 12.119 14.976
Si: 18.522 11.451 10.827
H: 14.172 7.478 8.999
Si: 11.656 18.640 7.768
H: 18.900 10.413 13.114
H: 14.309 15.213 16.220
C: 7.046 18.038 8.065
H: 19.311 13.597 9.740
H: 9.020 21.095 9.501
H: 9.467 17.596 12.523
H: 18.695 13.958 11.418
H: 11.720 8.720 10.046
H: 19.019 9.172 11.790
C: 14.250 16.912 14.242
N: 16.310 10.130 13.976
H: 7.726 20.416 10.589
C: 11.832 17.306 6.444
C: 15.136 16.949 11.638
H: 14.098 9.534 13.005
H: 16.132 10.120 14.968
H: 7.487 19.007 7.793
Si: 8.342 16.838 8.857
H: 19.471 10.690 8.526
C: 19.245 13.224 10.784
H: 11.906 16.269 6.869
C: 8.704 15.474 7.577
H: 13.105 14.058 15.694
H: 17.991 9.758 8.955
H: 8.798 21.671 11.149
Te: 11.801 16.239 10.561
Si: 10.066 19.552 11.204
N: 14.826 13.432 9.802
H: 10.766 21.061 7.445
C: 13.811 14.075 7.752
Si: 14.144 9.420 10.555
H: 8.331 18.965 13.053
H: 14.515 15.446 9.345
C: 19.236 10.198 12.083
C: 7.615 15.961 10.351
C: 8.760 20.756 10.504
C: 14.949 8.172 9.383
C: 14.416 14.394 8.938
C: 18.474 10.765 9.038
H: 13.013 12.495 6.461
H: 15.807 7.613 9.842
C: 14.171 8.693 12.269
C: 14.709 14.450 14.257
H: 7.364 16.619 11.217
N: 15.630 12.270 14.041
H: 12.742 17.573 5.821
H: 20.322 13.238 11.107
C: 11.720 20.370 11.617
C: 16.180 11.298 13.329
H: 11.680 20.841 12.646
C: 15.057 11.042 10.364
H: 14.660 13.509 16.185
H: 9.733 15.078 7.760
H: 13.610 19.976 8.713
H: 15.037 19.067 11.709
H: 11.889 21.146 10.910
C: 9.363 18.669 12.756
H: 13.271 8.037 12.281
H: 6.616 15.455 10.089
H: 14.303 19.052 14.156
C: 13.987 11.746 8.221
H: 13.804 18.297 9.027
H: 8.604 15.887 6.564
H: 12.370 9.783 8.816
H: 17.969 11.501 8.415
C: 14.673 15.752 13.620
H: 10.038 18.855 13.639
C: 10.926 20.146 6.856
H: 6.561 17.599 7.163
C: 12.359 9.576 9.905
H: 16.610 9.275 13.539
N: 15.027 15.794 12.300

Atomic partial charges in e from the Mulliken method, atoms 1 to 4: Ir 0.932; H 0.325; H 0.336; C -0.762



The following is a quantum chemistry calculation of 10 unconnected molecules or ions with the total composition C43H110N14O15 at a distorted geometry, from OMol25.

Calculated values
SMILES string	CC1(C)CCCC(C)(C)N1O.COCCNCCOC.COCCNCCOC.COCCNCCOC.COCCNCCOC.COCCNCCOC.NC(N)=O.NC(N)=O.NC(N)=O.NC(N)=O
E	-3599.13511	Ha

Geometry (Å):
H: 2.598 -8.841 -0.385
H: -5.354 3.043 2.153
H: -3.459 -2.982 3.789
H: 4.256 -4.771 1.179
H: -4.371 1.568 -2.012
H: 0.780 -4.837 -0.784
H: 5.755 -2.521 1.787
H: -2.285 3.664 -5.026
C: -4.334 7.126 1.198
H: 4.208 -0.020 3.929
C: -0.492 2.269 1.429
C: -6.015 1.601 0.900
O: -2.305 -0.687 -0.957
H: -5.242 4.627 -1.466
C: 0.923 -11.745 -2.698
C: 3.898 -0.166 -3.567
C: 2.015 -3.806 2.850
H: 2.727 -4.550 0.475
C: -2.949 -1.787 -0.458
O: -0.376 -6.086 -1.874
H: -4.571 4.757 3.526
H: -4.459 2.984 0.611
H: -3.407 5.562 0.121
H: 5.469 -1.962 -1.825
C: -4.009 -1.927 -4.481
H: -1.435 2.733 1.141
H: -1.392 8.945 -0.045
H: -1.662 -4.443 -1.964
C: -1.111 -0.313 -0.354
H: -2.443 -2.741 -0.606
H: 5.481 -2.247 5.855
H: -6.139 0.774 1.599
N: 4.220 -2.652 2.771
H: 5.498 1.036 -4.413
C: -3.999 1.081 3.359
H: 1.020 5.743 2.786
H: -0.614 -5.530 0.071
N: 0.220 1.767 0.207
C: 1.091 -10.515 -0.623
N: -1.585 1.537 -5.491
H: 1.764 -11.364 -0.509
C: -1.270 7.729 1.684
H: -3.342 6.051 3.177
H: 2.579 -0.775 3.869
H: -0.611 7.565 2.537
H: 6.140 -3.067 4.452
C: 8.445 -4.145 -0.775
H: 2.532 -2.352 -2.512
H: -2.458 1.908 -5.838
H: -7.736 1.729 -1.116
H: -1.297 -0.352 0.719
H: 3.299 -0.425 5.277
H: 1.790 -1.306 -1.356
H: 8.224 -5.206 -0.662
H: 0.047 7.973 0.048
C: -1.049 -5.038 -2.641
H: -4.158 0.045 -5.005
H: -2.000 0.418 3.703
H: -5.058 7.117 0.383
H: -3.021 7.081 -0.579
C: 2.123 -1.744 1.459
C: 3.228 -3.206 4.835
C: -4.400 5.799 3.258
H: -2.892 1.931 -2.861
H: 0.008 11.573 2.245
C: -6.948 0.986 -1.237
H: 2.232 5.293 1.605
H: 0.987 1.165 0.472
H: -0.886 4.384 -4.319
O: 3.445 -0.570 -2.268
N: 1.558 4.327 -2.044
C: 1.856 -3.367 4.297
O: 1.111 6.078 -3.273
C: 6.324 -1.291 -1.912
H: -0.762 10.133 3.065
H: 1.542 -0.900 -3.070
C: 3.032 -2.982 2.014
C: -2.670 -2.377 3.341
N: -2.778 -1.704 -3.979
H: 1.247 -2.464 4.332
H: 1.958 -12.086 -2.668
C: 0.820 5.299 -2.384
C: 2.245 -1.314 -2.347
H: -4.627 6.579 3.984
C: -3.095 6.573 0.383
C: 5.523 -2.225 4.766
C: 1.176 -6.797 -0.046
C: -2.974 -0.052 3.571
O: 0.057 9.751 1.171
H: -5.531 2.817 -1.411
H: 0.538 -8.124 -1.412
C: -0.700 1.068 -0.750
C: 7.507 -2.118 -1.673
O: 7.255 -3.496 -1.214
H: 6.038 -1.386 -3.887
H: -1.994 -2.886 2.655
H: -2.311 -2.431 -3.457
C: 4.170 -2.222 4.183
H: 1.319 -4.113 4.881
H: -0.608 1.407 2.086
H: 9.364 -4.048 -1.352
C: -0.624 8.592 0.643
H: -0.452 1.152 -1.809
H: -1.066 0.720 -5.781
H: 1.224 -6.758 1.042
H: 3.130 -2.921 5.883
H: 1.442 2.951 2.061
H: 0.991 -3.744 2.480
H: 2.391 4.136 -2.584
H: -2.009 -2.138 4.174
H: -7.359 0.042 -0.880
C: -4.839 2.394 1.445
H: -3.118 -0.141 4.648
H: -1.558 11.062 1.682
H: 5.373 1.221 -2.683
N: -5.196 3.680 -1.816
H: 2.068 -4.895 2.862
C: -0.638 10.701 2.142
H: -0.219 -0.926 -0.483
C: 0.419 3.327 2.091
H: -3.411 -1.602 0.512
O: 0.133 1.971 -4.102
N: -4.567 -0.875 -4.922
H: -1.521 1.783 -0.698
H: 6.125 -1.336 4.574
H: -0.929 6.152 -2.131
H: 8.108 -2.244 -2.574
H: -3.881 -1.913 -1.009
C: 3.578 -0.827 4.303
O: -4.994 6.114 1.956
H: -1.155 5.819 0.878
H: -6.891 2.230 1.059
N: -3.809 1.555 1.958
N: 6.279 -0.631 -3.261
H: -3.888 1.964 3.989
N: 0.698 -8.117 -0.415
O: 5.138 -1.841 2.068
C: 1.186 5.574 1.722
H: -0.585 4.781 -1.050
H: 3.999 -1.088 -4.139
N: -0.327 5.416 -1.791
H: 1.450 -1.347 2.219
H: -4.314 8.065 1.751
O: -4.548 -3.070 -4.463
H: -3.524 0.754 1.412
C: 0.232 -5.756 -0.578
H: -0.026 3.487 3.073
C: -0.855 2.359 -4.733
H: -2.080 8.241 2.202
O: -5.691 1.317 -0.554
H: 6.212 -0.551 -1.120
H: 3.275 0.538 -4.120
C: 3.556 -3.984 0.900
C: 5.285 0.495 -3.491
O: -3.251 -1.236 2.797
H: 2.725 -0.925 1.066
N: -1.302 3.599 -4.799
H: -2.504 -0.735 -3.904
H: 1.615 -9.155 1.015
H: 0.562 -11.628 -3.720
O: 0.728 -10.502 -1.988
H: 0.307 -12.551 -2.299
H: -1.672 -5.431 -3.445
H: 1.556 3.999 -1.089
H: 3.672 -4.186 5.011
H: -6.730 1.073 -2.301
H: 2.128 -6.537 -0.509
C: 1.591 -9.118 -0.074
H: 0.861 6.458 1.174
H: -5.016 0.692 3.416
N: -3.782 2.233 -2.491
O: 0.279 4.553 1.355
H: -0.333 -4.502 -3.264
O: -3.362 4.376 -2.623
H: 8.051 -1.706 -0.824
H: -5.461 -1.065 -5.352
H: 8.607 -3.749 0.227
C: -4.011 3.446 -2.327
H: 4.149 -3.477 0.138
H: 0.117 -10.628 -0.149
H: 1.634 -2.203 0.599
N: -1.836 6.484 1.216

Atomic partial charges in e from the Mulliken method, atoms 1 to 4: H 0.418; H 0.245; H 0.316; H 0.454



The following is a quantum chemistry calculation of a molecular structure, C40H33N5O8SV, from OMol25.

Calculated values
spin multiplicity	4
energy relative to the best compared isomer or geometry (same formula, charge and spin)	0.649	eV
net charge	-2

Geometry (Å):
C: -3.094 1.298 -0.521
C: 3.644 -1.205 0.802
C: 2.250 -3.552 -2.652
C: -4.131 3.503 -1.947
H: -4.528 4.341 -2.507
C: -2.304 2.424 -0.756
C: 4.644 -0.229 -1.563
C: 0.030 1.198 -3.126
C: 0.856 -4.067 -0.340
C: -0.501 3.671 -0.734
C: -4.190 -2.338 3.127
H: -5.010 0.418 -0.831
H: -1.848 -4.954 0.920
C: 3.108 -1.416 2.216
V: 1.576 0.833 1.106
N: 3.066 -0.194 0.173
C: -0.877 -5.347 0.604
H: 0.533 3.947 -0.562
C: -2.822 3.511 -1.474
H: 3.791 -4.823 -1.839
C: -0.647 4.019 3.277
H: -3.250 -0.782 -3.651
C: -0.903 1.625 -4.041
C: 4.741 -1.835 0.236
C: -4.390 1.292 -0.990
O: 3.336 2.305 -2.254
C: 4.182 4.081 2.004
H: 4.974 3.585 2.568
C: -2.948 -2.869 2.805
C: -2.109 0.925 -4.227
H: -2.854 1.282 -4.929
H: 1.759 4.994 2.594
C: 3.554 0.345 -0.933
H: -2.799 -3.943 2.812
C: 0.288 -3.194 -1.286
H: -3.429 0.957 2.818
H: -0.920 -2.431 2.197
C: 0.477 3.265 2.621
C: 1.724 3.928 2.410
O: 2.015 2.056 -0.457
H: 0.942 1.761 -2.971
C: -2.327 -0.223 -3.506
C: -1.397 -0.723 -2.555
H: -5.016 -2.994 3.375
H: -0.641 -6.232 1.203
C: -4.370 -0.960 3.124
H: -5.342 -0.540 3.356
C: 2.917 1.682 -1.284
C: -1.891 -2.032 2.469
O: 0.128 -4.363 0.806
O: 0.003 -0.301 1.411
H: -1.233 -2.777 -0.058
O: 3.527 -2.370 2.871
C: 2.096 -4.638 -0.526
C: 1.016 -2.956 -2.458
S: -1.582 4.714 -1.636
H: -0.952 3.517 4.196
H: 6.075 -1.822 -1.442
N: -0.991 2.557 -0.346
N: 0.303 2.035 2.247
H: 5.193 -2.666 0.760
C: 2.809 -4.390 -1.694
C: -3.311 -0.119 2.818
H: 4.067 5.109 2.348
C: -0.175 0.052 -2.288
C: -0.913 0.228 2.142
O: 3.055 2.021 1.945
C: -2.065 -0.650 2.493
N: -0.896 1.434 2.624
H: 2.799 -3.326 -3.559
C: 2.906 3.276 2.123
N: -0.947 -2.679 -1.021
H: 0.623 -2.259 -3.185
C: -4.906 2.387 -1.695
H: -5.923 2.350 -2.069
H: 2.490 -5.269 0.262
H: 5.031 0.226 -2.463
H: -0.341 5.041 3.498
H: -0.708 2.526 -4.617
H: -0.943 -5.632 -0.447
H: -2.782 -2.219 -1.919
O: 0.601 -0.249 -1.337
C: -1.751 -1.875 -1.840
O: 2.313 -0.489 2.578
C: 5.222 -1.347 -0.972
H: 4.478 4.086 0.952
H: -2.666 0.450 -0.006
H: -1.521 4.025 2.622

Atomic partial charges in e from the Mulliken method, atoms 1 to 4: C 0.228; C 0.193; C -0.696; C -0.407



The following is a quantum chemistry calculation of a molecular structure, C39H55N3O3P2SSn, from OMol25.

Calculated values
energy relative to the best compared isomer or geometry (same formula, charge and spin)	0.097	eV
net charge	+2

Geometry (Å):
C: 2.462 0.838 3.307
C: -6.302 -0.997 -2.450
H: -1.359 -3.642 0.403
C: 3.128 -6.451 1.748
C: -3.358 2.473 0.402
C: -3.877 -0.336 -2.277
N: -2.003 2.275 0.225
H: -0.328 -4.124 5.459
O: -4.175 1.586 0.460
H: 3.760 -1.914 2.593
H: -1.206 0.657 -5.454
C: 1.051 1.313 3.618
H: -7.112 -1.136 -1.736
C: -0.930 -3.165 1.275
H: -0.822 5.446 0.300
O: 0.093 2.924 -0.041
C: 2.427 -3.283 -0.216
C: 2.885 -2.311 0.667
C: 2.496 -4.612 0.150
C: -2.445 -1.094 -0.454
H: 3.139 1.185 4.089
H: 1.278 3.174 2.521
H: -5.519 3.650 1.637
C: -4.965 -1.022 -1.764
C: -0.204 -1.194 2.444
Sn: -0.254 0.840 -0.030
C: 3.389 -2.671 1.913
H: -3.289 5.825 0.587
C: 0.058 -3.369 3.489
H: 0.791 1.005 4.633
H: -1.103 1.871 5.226
H: 1.259 -1.359 -2.130
C: 3.023 -4.999 1.384
H: -2.103 2.037 2.957
H: 2.812 1.253 2.362
H: 4.028 0.377 -1.565
H: -2.393 3.686 -3.715
C: 4.030 -0.624 -1.138
C: -0.505 -3.934 2.346
C: -0.437 -0.991 -3.422
H: 2.049 -3.014 -1.189
H: -3.137 0.049 1.842
H: 3.882 -4.291 3.218
C: -5.192 4.056 0.682
H: 2.530 -0.249 3.262
C: -2.970 0.069 2.915
C: -2.869 4.833 0.484
S: 2.976 -0.587 0.302
H: -2.750 1.263 5.268
H: 3.153 -7.079 0.859
H: -0.059 3.213 3.676
H: -6.463 -0.055 -2.973
H: -4.000 0.220 -3.199
C: -2.630 -0.368 -1.652
H: 1.602 3.303 4.252
H: -5.589 -2.311 -0.174
H: -2.067 -2.415 -3.387
H: -3.904 0.384 3.383
P: -0.243 0.594 2.542
C: 3.461 -4.010 2.260
H: -2.070 3.226 -2.055
H: 4.024 -6.646 2.334
H: -0.081 -2.486 -1.895
C: -1.531 4.636 0.334
C: 0.214 -1.991 3.509
C: -3.533 -1.812 0.038
C: -2.391 2.847 -3.019
H: -3.433 -2.372 0.958
C: -1.460 1.764 -3.565
H: 0.518 -5.258 4.419
H: -1.875 2.272 -5.593
H: -6.376 -1.800 -3.187
H: 1.379 -3.881 5.116
H: -3.416 2.484 -2.926
H: 0.939 -2.624 -3.333
C: 0.433 -4.205 4.681
C: -4.757 -1.766 -0.604
C: -1.866 1.037 3.334
H: -5.375 5.126 0.649
H: 2.164 -5.373 -0.547
H: -0.619 -5.011 2.292
H: 0.665 -1.527 4.381
N: -1.230 -0.965 0.242
H: -2.260 -1.207 -4.654
C: -1.755 1.081 4.860
H: -1.415 0.123 5.260
H: -5.743 3.559 -0.112
H: 3.670 -1.358 -1.857
H: 0.168 -0.460 -4.164
N: -3.756 3.820 0.503
H: -2.892 0.964 -5.012
H: -2.747 -0.941 3.262
C: -1.881 1.368 -4.984
C: -0.810 -1.777 1.304
C: 0.953 2.840 3.508
H: -1.055 -2.477 -4.834
P: -1.172 0.363 -2.398
C: -1.131 3.295 0.182
C: -1.531 -1.807 -4.116
H: 5.031 -0.884 -0.795
C: 0.479 -1.916 -2.641
H: -0.452 2.193 -3.629
O: 1.651 -0.045 -0.290
H: 2.269 -6.762 2.346

Atomic partial charges in e from the Mulliken method, atoms 1 to 4: C -1.309; C -1.925; H 0.496; C -1.543